No. 1
A cluster of 2 separate species, C8H8BNS2 in total, computed with ωB97M-V with the def2-TZVPD basis set.

The geometry in XYZ format:
```
20
Properties=species:S:1:pos:R:3:forces:R:3
B -0.303710 -1.071966 1.094497 -1.124 -1.114 -3.637
C 0.704389 2.232669 2.614238 3.566 0.759 0.594
C 0.205532 -0.133356 -3.788691 -0.835 -2.678 2.730
C 0.956714 1.000698 1.978279 1.067 -0.954 -2.433
C -0.094388 0.371717 -2.511458 -0.046 2.001 1.850
C -0.401578 2.235854 3.334231 -3.657 -0.091 -0.187
C 0.256651 -1.502426 -3.736965 0.074 2.292 0.016
C -0.158034 0.191892 1.858369 0.406 1.154 1.597
C -0.029360 -0.534081 -1.466231 -0.723 -1.574 1.231
N -0.863686 -2.359987 1.107079 1.135 2.853 1.261
S -1.454450 0.879250 2.828533 1.247 0.574 0.425
S 0.102616 -2.128656 -2.217978 0.161 0.541 1.810
H 1.485403 3.043783 2.670007 -0.999 -1.006 -0.021
H 0.343331 0.395228 -4.637026 0.156 1.717 -2.585
H 1.949080 0.735130 1.458921 -1.799 0.573 0.823
H -0.401084 1.445691 -2.355858 0.755 -1.167 -0.031
H -0.857896 3.062102 3.897982 0.349 -0.589 -0.247
H 0.322224 -2.058684 -4.574619 0.452 -2.077 -2.469
H -1.026268 -2.746385 2.006746 -0.274 -0.390 0.884
H -0.735487 -3.058475 0.439942 0.089 -0.826 -1.611
```
Positions in Å, forces in eV/Å.

Calculated values
LUMO energy	-0.10	eV
frontier orbital gap	0.278	Eh



No. 2
A structure of composition C8H8BiCl2GdN2O3, computed with ωB97M-V with the def2-TZVPD basis set.

The geometry in XYZ format:
```
25
Properties=species:S:1:pos:R:3:forces:R:3
Gd 1.783800 1.653667 -3.524253 2.161 -1.883 0.401
Bi -1.567143 0.624988 -1.059409 -0.349 0.358 0.884
Cl 2.805176 2.312290 -1.382044 -0.727 -0.329 -0.558
Cl 0.071936 -0.398074 -3.258715 0.612 0.600 -0.057
C -2.808691 -1.327091 -1.545002 0.195 -4.395 -3.743
C 0.686203 3.781347 -3.327768 -2.687 6.281 0.280
C 0.037813 2.256094 -5.198882 -5.003 1.673 -5.041
O -2.873006 -2.248534 -2.233494 -0.284 3.758 3.259
O 0.157444 4.805659 -3.361012 2.278 -4.379 0.255
O -0.795099 2.590620 -5.934367 4.054 -1.684 3.606
C -1.050750 -0.664146 4.214331 -0.086 0.188 -0.304
C -0.450784 -0.789781 2.859953 -3.797 1.218 1.356
C 0.781332 -1.186509 2.370184 2.503 -1.090 1.070
C 0.747919 -1.064731 0.971759 -1.621 0.824 -3.034
N -0.493343 -0.609836 0.619477 2.088 -0.366 -0.606
N -1.173950 -0.454401 1.794948 1.028 -0.541 2.221
C 1.839148 -1.368897 0.046835 0.212 -0.116 -0.433
H -1.207041 -1.649898 4.681516 0.256 0.073 -0.034
H -0.419719 -0.054574 4.879977 0.045 -0.271 -0.089
H -2.031627 -0.176205 4.124092 0.241 -0.152 0.155
H 1.639081 -1.537206 2.940025 -0.125 0.042 0.050
H -2.112004 -0.114506 1.854441 -0.791 0.204 -0.101
H 2.707412 -0.714639 0.255784 -0.195 -0.273 0.098
H 2.172695 -2.412853 0.218764 -0.009 0.362 -0.037
H 1.553199 -1.252785 -1.007140 -0.001 -0.102 0.405
```
Positions in Å, forces in eV/Å.

Calculated values
LUMO energy (spin up / spin down)	-15.76 / -17.81	eV
2S+1	8
frontier orbital gap (spin up / spin down)	0.229 / 0.226	Eh
charge	+4



No. 3
An isolated molecule of C8H8BrClO2, computed with ωB97M-V with the def2-TZVPD basis set.

The geometry in XYZ format:
```
20
Properties=species:S:1:pos:R:3:forces:R:3
C -2.715765 -0.043285 -0.022798 -1.664 1.388 -2.642
O -1.684578 0.721096 0.502434 1.725 1.861 0.114
C -0.383442 0.259805 0.545237 0.050 -2.378 -2.567
Br -0.380462 -1.583728 1.357066 -0.424 -0.470 1.066
C 0.528787 1.158578 1.242024 0.818 -1.389 -1.054
C 1.847977 0.965113 1.147860 -2.338 -0.681 -0.257
C 2.404742 -0.195435 0.511073 -2.537 0.294 -3.007
C 1.775869 -0.754658 -0.556561 -0.416 0.136 1.123
C 0.374883 -0.292794 -0.952503 -3.167 -0.624 2.329
C 0.351663 0.828732 -1.891511 1.203 1.608 -0.681
O 1.027704 1.802915 -1.764082 -0.594 -0.394 -0.355
Cl -0.704733 0.676020 -3.347992 -0.011 -0.115 0.432
H -2.800623 -0.860654 0.586770 -1.033 -2.115 1.492
H -2.536704 -0.391229 -1.028859 0.724 -0.300 -0.490
H -3.706078 0.521060 -0.252202 1.846 -0.392 1.415
H -0.007230 1.916009 1.679598 -0.520 2.139 1.236
H 2.524490 1.662575 1.466846 1.454 1.698 1.265
H 3.374066 -0.372924 0.771740 2.455 -1.190 0.504
H 2.107560 -1.631509 -1.094084 0.511 0.153 -0.029
H -0.423038 -1.068143 -1.235272 1.917 0.770 0.104
```
Positions in Å, forces in eV/Å.

Calculated values
LUMO energy	-0.31	eV
structure (SMILES)	CO[C@]1(Br)C=CC=C[C@@H]1C(=O)Cl
frontier orbital gap	0.321	Eh



No. 4
A cluster of 2 separate species, C8H8Cl3N2O in total, computed with ωB97M-V with the def2-TZVPD basis set.

The geometry in XYZ format:
```
22
Properties=species:S:1:pos:R:3:forces:R:3
C 0.077379 0.949480 3.076430 0.347 -0.575 -0.447
C 0.635715 -0.025975 2.306543 -0.168 0.366 0.385
C -0.500947 2.070019 2.454382 -0.212 0.488 -0.875
C -0.466236 2.155348 1.087251 -0.447 0.720 1.540
C 0.633557 0.055856 0.873649 0.106 -0.451 -0.039
C 0.309498 -1.983591 -2.956771 4.928 2.418 -1.737
C 0.113601 1.363872 -1.112808 -0.009 0.103 -0.392
C -0.771564 -2.718938 -2.436867 -2.996 -1.885 1.591
N 0.084433 1.202109 0.322888 0.336 -0.520 -0.078
N 1.080409 -0.843203 0.055439 0.111 -0.567 -0.908
O 1.218504 -1.510319 -3.461462 -3.153 -1.386 1.648
Cl -1.715431 -3.155837 -3.917799 0.652 0.264 0.646
Cl -0.131101 -4.190344 -1.597969 -0.089 1.117 -0.778
Cl -1.778748 -1.770019 -1.300048 0.663 -0.360 -0.870
H 0.077545 0.872104 4.151736 0.023 -0.063 0.126
H 1.091671 -0.898006 2.748132 0.032 -0.080 0.023
H -0.950859 2.856787 3.035324 -0.051 0.109 -0.047
H -0.880526 3.004802 0.564538 0.002 0.019 -0.052
H 0.905708 0.732923 -1.507297 0.017 0.152 0.018
H -0.839190 1.058399 -1.547832 -0.022 0.012 -0.080
H 0.302141 2.405248 -1.366150 -0.030 -0.011 0.036
H 1.504443 -1.630714 0.528691 -0.042 0.131 0.290
```
Positions in Å, forces in eV/Å.

Calculated values
LUMO energy	-6.45	eV
frontier orbital gap	0.154	Eh
charge	+1



No. 5
A structure of composition C8H8Cl4F12NaO12S4, computed with ωB97M-V with the def2-TZVPD basis set.

The geometry in XYZ format:
```
49
Properties=species:S:1:pos:R:3:forces:R:3
Na 0.955540 0.227671 -0.044743 -1.016 -0.398 0.215
C -2.642220 -1.429859 5.175757 -0.244 0.244 -3.323
F -2.727750 -2.661949 5.632617 0.182 -0.861 0.609
F -3.792030 -0.822679 5.462287 -0.490 0.376 0.431
F -1.667060 -0.785839 5.773417 0.849 0.406 1.117
S -2.335560 -1.382929 3.228477 -0.190 -1.213 -3.818
O -2.197000 -2.734919 2.708467 0.683 -0.484 2.135
O -3.499980 -0.836739 2.575997 -0.957 1.326 1.671
O -1.139400 -0.579459 3.009617 0.392 0.349 1.429
C -3.088930 -1.695419 -4.506853 1.296 0.185 4.154
F -3.169230 -0.384049 -4.739193 -0.277 0.008 -0.984
F -4.136190 -2.340049 -4.948573 -0.945 -0.279 -1.074
F -1.981250 -2.178129 -5.082733 0.002 -0.012 -0.713
S -2.928320 -1.851619 -2.554073 -1.553 1.638 3.356
O -1.760120 -1.047819 -2.235003 0.829 0.088 -1.242
O -4.133170 -1.203489 -1.962693 1.035 -1.192 -2.290
O -2.780810 -3.234659 -2.157303 -0.166 -0.410 -1.517
C -2.885520 5.130691 -1.759883 0.279 -1.295 2.580
F -1.936670 6.083431 -1.604483 -0.579 0.380 0.115
F -4.121630 5.656261 -1.748693 0.427 0.479 -0.011
F -2.676160 4.596831 -2.923273 0.064 -0.634 -1.624
S -2.718750 3.762971 -0.359233 -1.275 -3.761 3.675
O -2.851040 4.389561 0.992917 0.596 0.836 -2.701
O -3.785530 2.750341 -0.509633 0.500 2.459 -1.277
O -1.432200 3.082551 -0.557253 0.316 1.832 -0.798
C 2.423450 -4.733119 3.137537 -2.417 0.173 -3.526
F 1.432350 -4.058309 3.779297 1.520 -0.550 0.483
F 3.583070 -4.069839 3.161357 0.124 0.138 0.901
F 2.587770 -5.960919 3.651997 0.140 0.578 0.522
S 1.760190 -4.873739 1.262077 -2.867 -1.521 0.302
O 0.519620 -5.657429 1.421047 1.491 0.823 0.587
O 1.501090 -3.535069 0.764357 1.079 0.220 0.655
O 2.767320 -5.642319 0.568927 1.340 0.199 0.044
Cl 2.691370 0.769571 -6.499173 0.088 0.279 -0.159
C 2.586650 2.520091 -6.218653 0.015 1.047 0.339
C 1.870660 2.823631 -4.901783 -0.497 -0.662 -0.315
Cl 2.646820 2.102281 -3.486973 0.509 -0.128 0.279
H 2.029210 3.002751 -7.021403 -0.349 -0.372 -0.051
H 3.563410 2.998151 -6.292893 0.260 -0.467 0.337
H 0.902620 2.327291 -4.969943 -0.127 0.287 0.158
H 1.739930 3.875651 -4.648303 0.082 -0.025 -0.504
Cl 2.494610 2.327361 2.798517 0.163 -0.710 0.313
C 3.201270 1.200111 4.027137 0.447 -0.237 0.222
C 4.585500 0.629401 3.595787 -0.795 0.901 -0.274
Cl 4.490090 -0.108039 1.952057 0.130 0.072 0.475
H 2.534160 0.393841 4.332107 -0.376 0.061 -0.792
H 3.242990 1.838691 4.909517 0.616 -0.096 0.018
H 4.982810 -0.137179 4.261077 -0.390 0.057 0.063
H 5.294040 1.456451 3.550417 0.056 -0.134 -0.195
```
Positions in Å, forces in eV/Å.

Calculated values
LUMO energy	4.38	eV
frontier orbital gap	0.191	Eh
charge	-3



No. 6
An isolated molecule of C8H8F3N, computed with ωB97M-V with the def2-TZVPD basis set.

The geometry in XYZ format:
```
20
Properties=species:S:1:pos:R:3:forces:R:3
N 2.801398 0.752407 1.279741 -5.035 -1.412 0.411
C 1.953838 1.643967 0.266880 0.093 0.199 -1.756
C 0.716841 0.845768 -0.335001 0.205 -0.021 0.833
C 0.721038 0.189651 -1.559726 2.712 -1.237 -3.124
C -0.261943 -0.736974 -1.908132 1.708 0.722 -1.461
C -1.269797 -1.008138 -1.053051 -1.310 -3.360 -1.713
C -1.341990 -0.432729 0.182460 -0.354 -0.301 0.639
C -2.426159 -0.975987 1.100932 -2.751 0.148 -0.520
F -2.394076 -2.292759 1.492561 0.536 1.529 -1.048
F -3.688267 -0.855220 0.344909 2.429 -0.316 1.688
F -2.589684 -0.283157 2.234010 0.191 -0.009 -0.607
C -0.415553 0.544245 0.491216 1.202 0.086 -0.099
H 1.892248 0.320172 1.865919 2.856 1.936 -0.952
H 2.929985 -0.227327 0.903057 0.454 1.569 -0.736
H 1.561865 2.647051 0.758997 1.087 -2.310 -0.617
H 2.585951 1.964973 -0.705645 -1.067 -0.759 2.538
H 1.592596 0.032113 -2.505774 -1.906 1.608 3.497
H -0.038975 -1.251266 -2.883405 -1.024 0.315 1.231
H -1.873535 -1.893412 -1.413444 0.071 1.279 1.053
H -0.455783 1.016624 1.443497 -0.094 0.335 0.740
```
Positions in Å, forces in eV/Å.

Calculated values
LUMO energy	0.57	eV
structure (SMILES)	NCc1cccc(C(F)(F)F)c1
frontier orbital gap	0.382	Eh



| no. | F_max (eV/A) | total energy (a.u.) |
| --- | --- | --- |
| 1 | 3.97 | -1185.5104 |
| 2 | 7.30 | -2543.6662 |
| 3 | 3.98 | -3494.2273 |
| 4 | 5.76 | -1874.6052 |
| 5 | 5.41 | -6006.7711 |
| 6 | 5.25 | -663.9155 |